The following is a quantum chemistry calculation of a structure of composition C24H27FeN3O5Si at a distorted geometry, from the Open Molecules 2025 dataset.

Properties
E_LUMO (spin up / spin down)	-1.4 / -1.4	eV
M	521.43	g mol⁻¹
HOMO level (spin up / spin down)	-6.05 / -6.04	eV
F_max	0.0889	Eh/bohr
DFT total energy	-82300.42195	eV
ΔE to the lowest compared entry with this formula, charge and spin	4.3	kcal/mol

The geometry in ORCA input format:
```
! RIJCOSX wB97M-V def2-TZVPD def2/J DEFGRID3
* xyz 0 5
Fe 10.07 9.87 9.75
O 14.23 9.00 8.73
C 13.02 9.46 9.12
O 11.96 8.94 8.73
C 13.13 10.52 10.08
C 14.27 11.28 10.39
C 14.12 12.17 11.44
C 12.86 12.42 12.01
C 11.81 11.68 11.60
N 11.90 10.83 10.59
C 10.45 11.79 12.14
O 10.12 12.58 13.02
O 9.56 11.09 11.48
H 14.24 8.26 8.15
H 15.20 11.18 9.85
H 15.01 12.74 11.80
H 12.67 13.15 12.81
C 8.66 8.23 12.48
C 9.27 7.43 11.37
C 9.66 6.09 11.64
C 9.86 5.31 10.56
C 9.67 5.79 9.28
C 9.35 7.15 9.01
N 9.31 7.95 10.11
N 9.00 7.64 7.76
Si 9.81 7.19 6.21
C 9.99 8.41 4.83
C 11.46 6.52 6.71
C 8.59 5.96 5.48
H 8.24 7.54 13.24
H 7.83 8.80 12.08
H 9.32 8.94 12.91
H 9.72 5.74 12.64
H 10.29 4.28 10.65
H 9.63 5.08 8.46
H 10.37 9.40 5.08
H 9.07 8.56 4.30
H 10.66 7.92 4.11
H 11.93 7.10 7.54
H 12.13 6.54 5.80
H 11.48 5.49 7.10
H 7.77 6.50 4.99
H 8.23 5.33 6.27
H 9.14 5.37 4.70
C 8.75 11.87 6.08
C 8.75 10.72 7.04
O 9.61 10.71 7.98
C 7.75 9.70 6.86
C 6.77 9.91 5.92
C 5.62 9.12 5.86
C 5.50 8.03 6.74
C 6.48 7.68 7.63
C 7.73 8.51 7.79
H 9.62 12.49 6.31
H 7.88 12.53 6.26
H 8.68 11.56 5.01
H 6.83 10.73 5.18
H 4.78 9.29 5.18
H 4.69 7.31 6.63
H 6.36 6.77 8.25
H 7.79 8.88 8.82
*
```

These are the Löwdin partial charges, in e, on atoms 1 to 4:
1. Fe 0.928
2. O 0.158
3. C -0.384
4. O 0.051